A 17-piece molecular cluster, C76H190Cl8N24O18P8 overall at a distorted geometry, computed with ωB97M-V with the def2-TZVPD basis set.

The geometry in XYZ format:
```
324
C76H190Cl8N24O18P8 (ωB97M-V with the def2-TZVPD basis set)
Cl 6.942 -2.256 5.408
C 6.792 -1.134 4.000
C 5.443 -1.231 3.370
Cl 5.344 -2.585 2.262
H 7.635 -1.360 3.347
H 6.925 -0.112 4.356
H 5.100 -0.388 2.770
H 4.693 -1.221 4.161
Cl -4.135 4.438 -4.942
C -5.235 3.251 -4.255
C -4.887 1.908 -4.901
Cl -3.252 1.342 -4.289
H -6.264 3.495 -4.520
H -5.110 3.292 -3.173
H -4.866 1.999 -5.987
H -5.602 1.111 -4.696
Cl -3.972 -4.572 -1.902
C -4.715 -3.789 -3.343
C -4.001 -2.533 -3.787
Cl -2.504 -2.994 -4.660
H -5.762 -3.601 -3.107
H -4.653 -4.567 -4.104
H -3.877 -1.769 -3.019
H -4.639 -2.051 -4.528
Cl 5.077 0.852 -7.164
C 3.912 -0.413 -6.829
C 2.650 0.155 -6.167
Cl 1.341 0.833 -7.262
H 4.388 -1.089 -6.119
H 3.737 -0.936 -7.769
H 2.839 0.961 -5.459
H 2.100 -0.605 -5.613
O -6.980 -1.314 -3.214
P -7.526 -0.542 -2.059
N -6.333 -0.454 -0.910
C -6.021 -1.620 -0.015
C -5.183 0.442 -1.215
N -8.827 -1.419 -1.277
C -9.660 -2.176 -2.149
C -9.393 -1.083 -0.007
N -7.967 1.111 -2.453
C -8.814 1.209 -3.623
C -8.437 1.968 -1.405
H -5.698 -2.558 -0.465
H -6.953 -1.745 0.536
H -5.348 -1.295 0.778
H -5.328 1.441 -0.804
H -4.938 0.522 -2.274
H -4.307 0.056 -0.695
H -8.990 -2.887 -2.631
H -10.416 -2.776 -1.642
H -10.160 -1.533 -2.874
H -10.383 -0.686 -0.236
H -9.488 -1.962 0.629
H -8.818 -0.348 0.556
H -8.307 0.740 -4.467
H -9.730 0.634 -3.485
H -9.042 2.256 -3.820
H -8.715 2.972 -1.726
H -7.675 2.054 -0.631
H -9.321 1.525 -0.947
O 2.471 -6.056 8.869
P 1.427 -5.486 7.965
N 0.381 -4.372 8.683
C 0.841 -3.781 9.918
C -0.833 -3.799 8.133
N 0.424 -6.728 7.384
C -0.700 -7.259 8.111
C 1.119 -7.806 6.670
N 1.935 -4.774 6.486
C 3.434 -4.487 6.308
C 1.099 -4.085 5.516
H 0.555 -4.340 10.809
H 0.424 -2.785 10.067
H 1.919 -3.643 10.004
H -1.215 -4.385 7.296
H -0.718 -2.774 7.781
H -1.596 -3.800 8.912
H -0.333 -8.082 8.725
H -1.144 -6.504 8.760
H -1.482 -7.533 7.403
H 0.491 -8.693 6.582
H 1.351 -7.432 5.674
H 2.072 -8.083 7.121
H 4.044 -4.843 7.138
H 3.705 -4.938 5.353
H 3.429 -3.399 6.241
H 0.797 -3.104 5.885
H 0.178 -4.644 5.354
H 1.545 -4.088 4.522
O -6.940 -1.508 3.757
P -5.914 -0.547 4.409
N -5.946 1.047 3.801
C -5.061 2.112 4.351
C -6.340 1.330 2.382
N -4.282 -1.032 4.183
C -3.785 -1.859 3.104
C -3.207 -0.383 4.918
N -6.053 -0.441 6.153
C -5.913 -1.689 6.959
C -7.132 0.390 6.733
H -4.008 1.922 4.143
H -5.215 2.206 5.426
H -5.357 3.041 3.863
H -5.537 1.107 1.680
H -6.631 2.372 2.247
H -7.111 0.593 2.157
H -3.224 -1.256 2.390
H -2.969 -2.475 3.482
H -4.550 -2.477 2.634
H -2.718 -1.133 5.539
H -2.502 0.015 4.189
H -3.640 0.356 5.593
H -4.837 -1.855 6.993
H -6.231 -1.585 7.996
H -6.445 -2.545 6.543
H -7.141 1.408 6.344
H -6.992 0.506 7.808
H -8.137 0.029 6.515
O 5.222 3.697 6.521
P 4.603 4.746 5.647
N 3.084 5.183 6.126
C 2.162 3.967 6.351
C 2.788 6.254 7.087
N 4.290 4.265 4.034
C 3.466 5.043 3.072
C 4.791 2.999 3.576
N 5.465 6.254 5.546
C 6.074 6.841 6.713
C 6.321 6.475 4.358
H 1.218 4.334 6.756
H 2.603 3.303 7.094
H 1.959 3.506 5.384
H 1.777 6.651 7.002
H 3.427 7.120 6.913
H 3.004 5.833 8.069
H 3.420 4.612 2.072
H 2.428 5.076 3.402
H 3.729 6.097 3.166
H 4.163 2.691 2.740
H 5.830 2.951 3.250
H 4.532 2.184 4.250
H 5.763 7.866 6.912
H 5.757 6.284 7.595
H 7.153 6.859 6.559
H 7.101 5.722 4.468
H 6.664 7.489 4.155
H 5.744 6.285 3.452
O 7.834 -1.775 -3.226
P 7.857 -0.282 -3.129
N 7.710 0.554 -4.626
C 8.600 -0.011 -5.677
C 7.441 1.938 -4.826
N 9.332 0.383 -2.606
C 10.605 -0.342 -2.808
C 9.525 1.762 -2.147
N 6.634 0.428 -2.163
C 6.858 0.614 -0.658
C 5.218 0.441 -2.555
H 8.070 0.176 -6.611
H 8.646 -1.097 -5.610
H 9.645 0.301 -5.700
H 7.088 2.454 -3.933
H 6.794 2.044 -5.696
H 8.397 2.424 -5.020
H 11.297 -0.208 -1.976
H 10.269 -1.379 -2.803
H 11.176 -0.196 -3.725
H 9.856 1.785 -1.109
H 10.055 2.317 -2.922
H 8.569 2.284 -2.167
H 6.529 1.564 -0.238
H 6.192 -0.168 -0.295
H 7.883 0.393 -0.360
H 4.835 -0.575 -2.455
H 5.252 0.783 -3.589
H 4.628 1.064 -1.883
O 3.197 -4.117 -6.351
P 2.131 -4.990 -5.773
N 1.631 -4.656 -4.138
C 1.825 -3.278 -3.621
C 0.653 -5.576 -3.355
N 2.625 -6.581 -5.771
C 2.791 -7.265 -7.104
C 3.701 -6.884 -4.892
N 0.615 -5.039 -6.588
C -0.263 -6.175 -6.412
C 0.200 -3.804 -7.196
H 1.190 -2.567 -4.150
H 2.855 -3.020 -3.870
H 1.607 -3.231 -2.554
H 0.611 -6.559 -3.824
H -0.358 -5.223 -3.560
H 0.804 -5.548 -2.276
H 1.870 -7.367 -7.678
H 3.462 -6.622 -7.673
H 3.067 -8.312 -6.970
H 4.612 -6.319 -5.093
H 3.478 -6.553 -3.878
H 3.879 -7.959 -4.915
H 0.290 -6.940 -5.868
H -1.180 -5.920 -5.879
H -0.538 -6.629 -7.364
H 1.067 -3.211 -7.485
H -0.255 -3.078 -6.522
H -0.386 -3.958 -8.103
O 1.342 6.820 -1.891
P 1.066 5.443 -2.462
N 1.129 4.257 -1.231
C 2.335 4.222 -0.467
C -0.077 3.859 -0.533
N 2.202 4.989 -3.596
C 3.084 6.035 -4.171
C 2.507 3.602 -3.990
N -0.421 5.148 -3.349
C -1.249 6.261 -3.894
C -0.925 3.754 -3.678
H 2.514 5.035 0.236
H 3.109 4.171 -1.232
H 2.309 3.337 0.169
H -0.378 4.678 0.121
H 0.191 3.056 0.153
H -0.891 3.543 -1.185
H 2.524 6.611 -4.908
H 3.472 6.733 -3.429
H 3.942 5.608 -4.690
H 2.434 3.495 -5.072
H 3.542 3.387 -3.726
H 1.879 2.883 -3.463
H -2.206 5.925 -4.292
H -1.480 7.049 -3.177
H -0.632 6.785 -4.624
H -0.776 3.564 -4.741
H -1.935 3.592 -3.300
H -0.263 3.033 -3.198
O -5.783 4.185 0.169
P -4.758 5.072 0.704
N -5.365 6.279 1.794
C -6.007 7.425 1.246
C -5.707 5.999 3.202
N -3.769 5.913 -0.415
C -3.777 5.565 -1.840
C -2.568 6.773 -0.080
N -3.535 4.149 1.555
C -3.178 2.784 1.027
C -2.784 4.638 2.672
H -5.676 7.619 0.226
H -5.754 8.282 1.870
H -7.084 7.251 1.234
H -5.987 4.956 3.350
H -6.615 6.544 3.457
H -4.878 6.264 3.858
H -4.765 5.243 -2.170
H -3.618 6.451 -2.455
H -3.009 4.805 -1.987
H -2.634 7.086 0.962
H -1.601 6.366 -0.377
H -2.613 7.666 -0.704
H -3.942 2.539 0.290
H -2.265 2.790 0.431
H -3.114 2.101 1.873
H -3.310 4.388 3.594
H -2.539 5.696 2.575
H -1.846 4.087 2.739
O -0.793 -3.505 3.040
C -0.789 -4.224 2.085
O 0.293 -4.993 1.762
C 0.207 -5.566 0.471
C -0.956 -4.822 -0.218
C -1.812 -4.388 0.981
H 0.010 -6.626 0.628
H 1.075 -5.343 -0.149
H -1.485 -5.456 -0.931
H -0.567 -3.959 -0.759
H -2.247 -5.315 1.353
H -2.478 -3.525 0.939
O -2.069 -0.882 -0.186
C -0.926 -0.770 -0.560
O -0.012 -1.441 0.159
C 1.282 -1.240 -0.371
C 1.099 -0.055 -1.363
C -0.314 -0.043 -1.737
H 1.514 -2.152 -0.922
H 1.863 -1.119 0.543
H 1.667 -0.243 -2.274
H 1.364 0.898 -0.905
H -0.654 -0.572 -2.627
H -0.648 0.994 -1.688
O -4.887 -0.853 -6.819
C -3.901 -0.951 -7.564
O -3.757 -1.812 -8.612
C -2.527 -1.616 -9.288
C -1.704 -0.844 -8.365
C -2.648 -0.108 -7.415
H -2.590 -1.063 -10.225
H -1.956 -2.542 -9.360
H -1.094 -0.105 -8.884
H -0.996 -1.438 -7.787
H -2.734 0.930 -7.736
H -2.334 -0.203 -6.376
O 3.273 -4.261 -0.432
C 4.348 -4.525 -0.933
O 4.934 -5.726 -0.916
C 6.040 -5.754 -1.763
C 5.831 -4.599 -2.723
C 5.115 -3.588 -1.848
H 6.134 -6.718 -2.264
H 6.900 -5.641 -1.103
H 5.213 -4.878 -3.577
H 6.750 -4.243 -3.190
H 4.435 -2.878 -2.319
H 5.773 -3.087 -1.139
O 2.473 1.003 1.733
C 1.985 0.570 2.824
O 2.442 1.006 4.055
C 1.764 0.453 5.202
C 0.565 -0.178 4.455
C 0.856 -0.419 3.027
H 1.567 1.248 5.921
H 2.377 -0.220 5.802
H -0.285 0.501 4.375
H 0.121 -1.047 4.941
H -0.120 -0.197 2.595
H 1.144 -1.455 2.845
```

Summary:
- HOMO-LUMO gap (eV) = 8.20
- molecular weight (g/mol) = 2259.92
- F_max (eV Å⁻¹) = 4.89
- HOMO (eV) = -8.047